{"formula": "C24H60O15", "method": "wB97M-V/def2-TZVPD", "species": ["C", "C", "O", "O", "H", "H", "H", "H", "H", "H", "C", "C", "O", "O", "H", "H", "H", "H", "H", "H", "C", "C", "O", "O", "H", "H", "H", "H", "H", "H", "C", "C", "O", "O", "H", "H", "H", "H", "H", "H", "C", "C", "O", "O", "H", "H", "H", "H", "H", "H", "C", "C", "O", "O", "H", "H", "H", "H", "H", "H", "C", "C", "C", "O", "C", "H", "H", "H", "H", "H", "H", "H", "H", "C", "C", "C", "O", "C", "H", "H", "H", "H", "H", "H", "H", "H", "C", "C", "C", "O", "C", "H", "H", "H", "H", "H", "H", "H", "H"], "positions_angstrom": [[3.344864, -2.407297, -1.438151], [2.860812, -2.375482, -2.879459], [1.577908, -1.819618, -3.134452], [3.411767, -1.161344, -0.755600], [4.330174, -2.952865, -1.382709], [2.624455, -2.971342, -0.844597], [2.898546, -3.450623, -3.147502], [3.579689, -1.817408, -3.493680], [1.353667, -1.167818, -2.442659], [4.149153, -0.657274, -1.149254], [-2.167317, 0.511876, 4.793436], [-1.283974, 1.465677, 5.609994], [0.078078, 1.313026, 5.549891], [-2.042001, -0.853225, 5.164481], [-1.921073, 0.567051, 3.741652], [-3.181594, 0.956028, 4.918042], [-1.540174, 1.364707, 6.663723], [-1.566959, 2.490719, 5.276139], [0.405517, 1.387081, 4.634010], [-2.404661, -1.024207, 6.051257], [-2.187213, -4.209478, -0.998218], [-0.735441, -4.432274, -1.362667], [0.170542, -3.950711, -0.364799], [-2.647087, -5.047881, 0.072996], [-2.858266, -4.445560, -1.813406], [-2.377426, -3.205043, -0.644588], [-0.575883, -3.866321, -2.281881], [-0.474798, -5.477434, -1.481172], [0.505663, -4.707193, 0.120795], [-2.417563, -4.646330, 0.913221], [2.798991, -2.724469, 2.845671], [1.718866, -3.861975, 2.772008], [1.220713, -4.110570, 4.053584], [2.149101, -1.540990, 3.373493], [3.430185, -2.583896, 1.958113], [3.523830, -2.861845, 3.639026], [2.140865, -4.759832, 2.283558], [0.821273, -3.605276, 2.170811], [1.066227, -3.235978, 4.481831], [1.711635, -1.204560, 2.600377], [-1.719809, -1.788621, -4.621890], [-2.542659, -0.845480, -5.504273], [-2.106279, 0.480347, -5.274344], [-2.068203, -1.714708, -3.237854], [-0.689005, -1.456000, -4.688158], [-1.778606, -2.816317, -4.955655], [-3.603485, -0.797993, -5.240293], [-2.479965, -1.149449, -6.551505], [-2.080377, 0.631571, -4.312316], [-2.973983, -1.968785, -3.060896], [0.273415, 0.461896, 0.561532], [-0.617252, -0.465112, -0.232634], [-0.220842, -0.455906, -1.590374], [1.490922, -0.127451, 0.848582], [-0.178932, 0.751677, 1.510796], [0.418415, 1.348601, -0.118213], [-1.683226, -0.234748, -0.194787], [-0.510173, -1.486325, 0.171914], [-0.792984, -0.962343, -2.143709], [2.069849, -0.273122, 0.081336], [-4.072122, 0.930693, 1.615060], [-3.563312, 2.388277, 1.750642], [-2.717600, 2.603010, 0.564670], [-3.321768, 1.762647, -0.413379], [-4.226438, 0.826783, 0.100043], [-4.974731, 0.829309, 2.202808], [-3.370560, 0.152522, 1.898066], [-3.005423, 2.571485, 2.677174], [-4.418313, 3.043616, 1.797573], [-1.639281, 2.355887, 0.807553], [-2.666451, 3.601112, 0.080079], [-4.006505, -0.150624, -0.323193], [-5.212177, 1.176877, -0.235939], [2.014324, 1.641259, -3.781431], [2.667784, 2.724356, -4.623482], [1.795171, 3.980994, -4.222115], [1.647445, 3.798815, -2.821100], [1.384182, 2.434181, -2.552775], [2.645091, 0.925434, -3.273080], [1.259087, 1.054462, -4.314117], [2.642905, 2.608807, -5.706750], [3.719184, 2.852924, -4.368703], [0.845393, 4.024182, -4.788670], [2.211498, 5.016283, -4.263331], [0.344738, 2.143382, -2.376849], [1.943427, 2.205132, -1.657539], [1.101608, 3.980336, 1.684831], [2.629932, 3.466368, 1.697475], [2.565641, 2.300121, 2.802559], [1.225701, 2.166714, 3.138353], [0.564558, 3.427909, 3.035588], [0.586983, 3.426556, 0.872028], [1.024025, 5.062890, 1.652704], [3.341052, 4.266058, 1.957460], [2.971062, 3.065736, 0.739714], [3.162369, 2.649135, 3.678986], [2.878130, 1.329981, 2.485522], [0.828680, 4.100467, 3.838079], [-0.503190, 3.204167, 3.124936]], "atomic_forces_ev_per_a": [[-0.156, -0.783, 0.509], [0.370, 0.120, -0.030], [0.386, -0.407, 0.530], [0.932, 0.663, -0.825], [-0.801, 0.562, -0.169], [-0.036, -0.174, -0.054], [-0.283, 0.557, -0.365], [0.192, -0.232, -0.055], [-0.133, -0.247, -0.085], [-0.489, -0.136, 0.335], [0.090, 0.478, 1.024], [-0.895, 0.499, -0.406], [1.109, -0.516, -0.336], [-0.422, -0.014, 0.116], [0.171, -0.065, -0.328], [0.159, -0.673, -0.124], [-0.252, 0.082, 0.132], [-0.134, -0.225, 0.246], [0.041, 0.012, 0.267], [0.227, 0.390, -0.501], [-0.273, -0.777, 1.402], [0.131, 0.400, 0.180], [-0.182, 0.386, 0.017], [0.125, -0.384, -0.185], [0.070, 0.051, -0.489], [0.297, 0.693, -0.477], [0.369, -0.076, -0.082], [-0.545, -0.326, -0.546], [-0.059, 0.011, 0.118], [0.139, 0.067, 0.050], [-0.748, -0.001, 1.077], [0.499, 0.919, -0.690], [0.029, 0.066, 1.107], [0.608, -0.825, -0.666], [-0.724, 0.295, -0.319], [0.128, -1.105, 0.174], [-0.035, 0.043, 0.719], [0.776, 0.520, -0.318], [0.177, -0.746, -0.571], [-0.673, 1.013, -0.638], [-0.692, 0.047, -0.341], [-0.220, 0.135, 1.244], [0.559, 0.562, -0.224], [0.444, 0.377, 0.147], [0.204, -0.097, 0.076], [-0.065, -0.362, -0.177], [-0.208, -0.899, 0.012], [0.344, 0.464, 0.020], [-0.079, -0.159, -0.491], [-0.256, -0.111, -0.274], [-0.599, 0.824, -1.581], [-0.671, -1.197, 0.123], [1.670, 1.218, 0.446], [1.070, -0.401, 0.751], [-0.013, 0.051, -0.110], [-0.200, -0.338, 0.892], [-0.022, 0.495, 0.282], [0.092, 0.179, 0.026], [-1.072, -0.805, -0.472], [-0.314, -0.093, 0.012], [0.225, 0.369, -0.296], [-0.099, -0.237, 1.890], [1.131, 0.139, -1.149], [1.492, 0.245, -1.450], [-0.875, 0.792, 0.413], [-0.268, -0.334, -0.088], [0.332, 0.182, 0.497], [-0.113, -0.176, -0.039], [-0.390, 0.292, -0.212], [-0.970, -0.250, -0.506], [-0.305, -0.319, 0.708], [-0.059, -0.193, 0.092], [-0.132, -0.486, 0.108], [-1.056, 0.025, 1.148], [-0.411, 1.303, -0.267], [1.007, 0.269, 0.471], [-1.107, 0.091, 0.060], [0.761, -0.484, -1.134], [0.708, -0.270, -0.564], [0.042, 0.280, -0.001], [-0.192, -0.457, 0.024], [-0.060, 0.270, 0.240], [0.117, -0.396, 0.356], [0.224, -0.972, -0.538], [-0.150, 0.472, -0.213], [0.102, -0.160, 0.443], [0.862, -1.430, 0.376], [-1.066, -0.497, 0.753], [1.032, 2.201, -0.214], [-1.313, 0.000, 0.630], [0.581, -0.423, -1.086], [0.153, 0.850, 0.292], [-0.109, -0.027, -0.440], [-0.369, -0.305, 0.172], [-0.380, 0.086, -0.027], [-0.325, -0.402, -0.360], [0.492, -0.461, -0.365], [0.275, 0.176, 0.551], [0.057, 0.235, -0.377]], "molar_mass_g_mol": 588.73, "e_tot_ev": -56568.407, "smiles": "C1CCOC1.C1CCOC1.C1CCOC1.OCCO.OCCO.OCCO.OCCO.OCCO.OCCO", "homo_lumo_gap_ev": 9.792}